C5H13O | the ωB97M-V functional and the def2-TZVPD basis

Output
LUMO: -3.14 eV

The geometry in ORCA input format:
```
! RIJCOSX wB97M-V def2-TZVPD def2/J DEFGRID3
* xyz 1 1
C 2.72 -0.16 -0.82
C -2.90 -0.26 0.04
C -0.16 1.20 -0.28
C 3.14 -0.09 0.47
C -1.49 -0.72 0.51
O -0.53 -0.20 -0.45
H 0.26 -0.68 -0.49
H 2.62 -1.11 -1.34
H 2.58 0.73 -1.46
H -3.21 -0.85 -0.87
H -3.28 0.68 0.14
H -3.66 -0.67 0.75
H -1.02 1.71 -0.03
H 0.37 1.26 0.65
H 0.47 1.43 -1.11
H 3.51 -0.94 1.14
H 3.18 0.90 0.98
H -1.37 -0.50 1.57
H -1.23 -1.73 0.60
*
```

C5H13O2 | the ωB97M-V functional and the def2-TZVPD basis

Output
LUMO: 2.59 eV

The geometry in ORCA input format:
```
! RIJCOSX wB97M-V def2-TZVPD def2/J DEFGRID3
* xyz -1 1
C -1.07 0.44 2.17
O -1.11 1.77 2.41
C -0.22 0.10 0.89
C -1.07 -0.10 -0.38
C -0.66 0.85 -1.53
C -1.71 1.93 -1.89
H -0.54 -0.05 3.03
H -2.07 -0.01 2.03
H 0.56 -0.67 1.05
H 0.33 1.05 0.87
H -2.12 0.02 -0.13
H -0.75 -1.07 -0.76
H -0.45 0.23 -2.42
H 0.30 1.38 -1.46
H -2.20 2.23 -0.96
H -2.49 1.72 -2.61
H -1.07 2.72 -2.31
H 5.18 -3.51 0.81
H 5.69 -4.60 0.12
O 5.45 -4.42 1.06
*
```

C5H13O2 | the ωB97M-V functional and the def2-TZVPD basis

Output
LUMO (alpha / beta): 6.55 / 6.45 eV

The geometry in ORCA input format:
```
! RIJCOSX wB97M-V def2-TZVPD def2/J DEFGRID3
* xyz -2 2
C 1.27 1.48 0.02
O 2.01 0.80 0.93
C -0.20 1.30 0.28
C -0.65 -0.13 0.15
C -2.20 -0.18 0.42
C -0.43 -0.73 -1.27
H 1.54 1.04 -1.08
H 1.38 2.58 -0.03
H -0.45 1.55 1.29
H -0.81 1.91 -0.33
H -0.16 -0.69 1.04
H -2.44 -1.22 0.36
H -2.74 0.34 -0.34
H -2.38 0.26 1.47
H -0.89 -0.09 -2.10
H 0.59 -0.82 -1.49
H -0.84 -1.80 -1.42
H 2.39 -2.62 1.06
H 2.32 -1.01 0.64
O 2.70 -1.98 0.41
*
```

C5H13O2 | the ωB97M-V functional and the def2-TZVPD basis

Output
LUMO (alpha / beta): 0.83 / -2.68 eV

The geometry in ORCA input format:
```
! RIJCOSX wB97M-V def2-TZVPD def2/J DEFGRID3
* xyz 0 2
C 0.03 -1.70 0.59
O -0.64 -0.84 1.45
C -0.10 -1.02 -0.89
C 0.48 0.40 -1.04
C 1.96 0.50 -0.53
C 0.08 1.14 -2.31
H -0.34 -2.73 0.60
H 1.17 -1.85 0.82
H 0.28 -1.73 -1.67
H -1.19 -0.88 -1.00
H -0.07 1.00 -0.31
H 2.36 1.49 -0.73
H 2.67 -0.12 -1.14
H 2.00 0.17 0.51
H 0.36 0.57 -3.22
H -1.03 1.11 -2.37
H 0.43 2.13 -2.36
H -2.38 1.20 2.87
H -1.13 0.20 2.14
O -1.55 1.23 2.37
*
```

C5H13O2 | the ωB97M-V functional and the def2-TZVPD basis

Output
LUMO (alpha / beta): 0.81 / 0.28 eV

The geometry in ORCA input format:
```
! RIJCOSX wB97M-V def2-TZVPD def2/J DEFGRID3
* xyz 0 2
H 2.90 1.47 1.15
O 2.17 0.97 0.68
H 1.40 1.02 1.23
C 0.00 0.14 1.21
H 0.55 -0.75 1.63
C -0.95 0.87 2.11
C -0.49 -0.09 -0.27
C 0.49 -0.87 -1.05
C -0.11 -1.23 -2.41
O -0.92 1.05 -0.88
H -0.47 0.88 3.09
H -1.22 1.86 1.72
H -1.81 0.18 2.10
H -1.26 -0.82 0.03
H 1.41 -0.28 -1.19
H 0.71 -1.82 -0.54
H 0.64 -1.84 -2.94
H -1.05 -1.83 -2.32
H -0.30 -0.31 -3.01
H -1.68 1.41 -0.32
*
```

C5H13O3 | the ωB97M-V functional and the def2-TZVPD basis

Output
LUMO: 3.39 eV

The geometry in ORCA input format:
```
! RIJCOSX wB97M-V def2-TZVPD def2/J DEFGRID3
* xyz -1 1
C 1.61 -0.16 -0.26
O 2.81 0.25 -0.72
C 0.79 1.06 0.41
C -0.55 0.64 0.99
C -1.63 -0.10 0.09
C -1.63 0.18 -1.46
O -2.64 1.14 -1.77
H 1.03 -0.44 -1.14
H 1.73 -0.93 0.54
H 1.49 1.37 1.19
H 0.80 1.80 -0.39
H -1.21 1.45 1.40
H -0.40 -0.05 1.81
H -1.37 -1.15 0.20
H -2.66 0.07 0.43
H -0.66 0.65 -1.67
H -1.59 -0.62 -2.18
H -2.42 1.93 -1.29
H 1.46 -1.98 1.60
H 0.45 -2.23 2.69
O 1.37 -2.46 2.45
*
```

C5H13O3 | the ωB97M-V functional and the def2-TZVPD basis

Output
LUMO (alpha / beta): 0.80 / -2.75 eV

The geometry in ORCA input format:
```
! RIJCOSX wB97M-V def2-TZVPD def2/J DEFGRID3
* xyz 0 2
C 1.91 0.31 1.84
O 1.94 -0.81 2.71
C 0.97 0.19 0.63
C -0.43 -0.23 0.99
C -1.55 0.28 -0.10
C -1.99 -0.61 -1.22
O -1.66 -0.25 -2.50
H 1.52 1.09 2.53
H 2.98 0.64 1.51
H 2.44 -1.52 2.37
H 1.00 1.12 -0.03
H 1.54 -0.51 -0.03
H -0.65 -1.22 1.24
H -0.60 0.46 1.78
H -1.11 1.32 -0.49
H -2.41 0.72 0.43
H -3.05 -0.88 -1.24
H -1.38 -1.59 -0.90
H -0.20 -0.05 -2.82
H -0.01 1.13 -3.51
O 0.74 0.41 -3.21
*
```

C5H13O3Ru | the ωB97M-V functional and the def2-TZVPD basis

Output
LUMO (alpha / beta): -7.72 / -12.16 eV

The geometry in ORCA input format:
```
! RIJCOSX wB97M-V def2-TZVPD def2/J DEFGRID3
* xyz 2 6
C 0.09 -1.17 2.73
O 0.47 -0.99 1.36
H -0.43 -0.28 3.11
H -0.55 -2.05 2.77
H 0.99 -1.33 3.33
C 1.41 0.05 1.12
O 0.70 1.09 0.56
C 0.93 1.42 -0.81
C -0.41 1.58 -1.49
O -1.13 0.35 -1.50
C -2.34 0.41 -2.24
H 2.23 -0.33 0.49
H 1.83 0.44 2.06
H 1.55 0.66 -1.31
H 1.45 2.38 -0.85
H -1.02 2.33 -0.97
H -0.24 1.90 -2.53
H -2.14 0.83 -3.24
H -3.08 1.01 -1.70
H -2.72 -0.61 -2.37
Ru -0.81 -1.13 -0.18
H -1.87 -2.44 -0.25
*
```

C5H13OP | the ωB97M-V functional and the def2-TZVPD basis

Output
LUMO (alpha / beta): 0.86 / -0.81 eV

The geometry in ORCA input format:
```
! RIJCOSX wB97M-V def2-TZVPD def2/J DEFGRID3
* xyz 0 3
C -1.04 -1.68 -0.50
C -2.30 0.32 0.25
C 0.79 2.13 -0.04
C 2.54 -0.89 -0.22
C -0.97 -0.28 0.04
O 3.17 -0.13 0.68
P 0.33 0.54 -0.97
H -1.92 -2.33 -0.21
H -1.09 -1.58 -1.52
H -0.18 -2.15 -0.16
H -2.61 1.01 -0.64
H -2.29 0.88 1.11
H -3.03 -0.43 0.36
H 1.71 1.71 0.27
H 0.06 2.14 0.77
H 0.77 3.05 -0.60
H 3.09 -0.94 -1.16
H 2.20 -1.82 0.14
H -0.38 -0.42 0.91
H 3.55 0.60 0.19
*
```

C5H13OPS | the ωB97M-V functional and the def2-TZVPD basis

Output
LUMO (alpha / beta): -0.02 / -1.32 eV

The geometry in ORCA input format:
```
! RIJCOSX wB97M-V def2-TZVPD def2/J DEFGRID3
* xyz 0 1
C 1.10 -1.02 -2.06
C -3.44 -0.70 0.09
C -0.26 0.28 3.12
C 1.41 0.51 -2.13
C 1.44 1.17 -0.75
O 1.73 -0.63 1.83
P -0.22 1.16 0.13
S 0.29 -0.54 1.62
H 1.97 -1.58 -1.99
H 0.33 -1.31 -1.23
H 0.86 -1.27 -3.10
H -4.30 -0.63 -0.62
H -3.75 -0.86 1.10
H -2.46 -0.28 -0.01
H 0.59 0.24 3.69
H -1.06 -0.32 3.66
H -0.80 1.18 2.95
H 2.33 0.80 -2.66
H 0.62 0.89 -2.69
H 2.09 0.69 -0.06
H 1.51 2.19 -0.88
*
```

C5H14 | the ωB97M-V functional and the def2-TZVPD basis

Output
LUMO (alpha / beta): 4.20 / 4.18 eV

The geometry in ORCA input format:
```
! RIJCOSX wB97M-V def2-TZVPD def2/J DEFGRID3
* xyz -1 2
C 1.99 0.09 1.16
C 1.28 1.31 1.80
H 1.85 0.13 0.09
H 3.04 0.09 1.43
H 1.50 -0.81 1.53
H 0.72 1.90 1.07
H 2.04 1.99 2.20
H 0.72 1.01 2.68
C -1.37 -0.45 -0.53
C -0.80 -1.75 -1.10
C -1.47 0.70 -1.54
H -2.31 -0.64 0.01
H -0.73 -0.14 0.30
H -1.52 -2.31 -1.71
H -2.47 0.72 -1.98
H -1.22 1.63 -1.05
H -0.54 -2.44 -0.31
H 0.11 -1.55 -1.66
H -0.81 0.53 -2.39
*
```

C5H14 | the ωB97M-V functional and the def2-TZVPD basis

Output
Structure (SMILES): CCC.CC
LUMO: 1.07 eV

The geometry in ORCA input format:
```
! RIJCOSX wB97M-V def2-TZVPD def2/J DEFGRID3
* xyz 0 1
C -2.61 0.24 -1.34
C -1.11 0.49 -1.29
C -0.25 -0.65 -1.84
H -3.24 -0.43 -0.79
H -3.01 -0.02 -2.42
H -3.06 1.33 -1.37
H -0.88 1.40 -1.78
H -0.88 0.64 -0.25
H 0.88 -0.59 -1.46
H -0.51 -1.70 -1.44
H -0.20 -0.50 -2.92
C 2.33 -0.22 1.54
C 1.36 0.18 2.67
H 3.44 -0.18 1.65
H 2.33 -1.29 1.24
H 2.03 0.44 0.66
H 0.40 -0.28 2.72
H 1.18 1.24 2.70
H 1.82 -0.10 3.71
*
```

C5H14 | the ωB97M-V functional and the def2-TZVPD basis

Output
Structure (SMILES): CCC.CC
LUMO: 1.14 eV

The geometry in ORCA input format:
```
! RIJCOSX wB97M-V def2-TZVPD def2/J DEFGRID3
* xyz 0 1
C 0.08 -2.77 0.24
C 0.86 -1.80 -0.65
C -0.01 -0.78 -1.36
H -0.79 -3.08 -0.36
H 0.58 -3.72 0.41
H -0.42 -2.29 1.09
H 1.64 -1.33 -0.05
H 1.46 -2.45 -1.31
H -0.94 -1.18 -1.78
H -0.42 -0.15 -0.58
H 0.54 -0.29 -2.16
C -0.04 1.97 1.08
C -0.80 3.22 0.65
H 0.65 1.94 1.92
H -0.59 1.03 1.03
H 0.71 1.72 0.31
H -0.76 3.87 1.53
H -0.34 3.67 -0.23
H -1.83 3.15 0.33
*
```

C5H14 | the ωB97M-V functional and the def2-TZVPD basis

Output
Structure (SMILES): CCC.CC
LUMO: 1.16 eV

The geometry in ORCA input format:
```
! RIJCOSX wB97M-V def2-TZVPD def2/J DEFGRID3
* xyz 0 1
C -1.89 -0.65 -1.17
C -1.79 -1.55 0.07
C -1.07 -0.80 1.20
H -2.54 0.20 -0.93
H -2.34 -1.15 -2.03
H -0.89 -0.28 -1.43
H -2.79 -1.80 0.41
H -1.24 -2.44 -0.21
H -1.36 0.25 1.24
H -1.28 -1.30 2.16
H 0.00 -0.89 1.11
C 1.96 1.58 0.64
C 2.27 0.98 -0.72
H 2.84 1.39 1.26
H 1.98 2.67 0.57
H 1.06 1.27 1.16
H 2.99 1.58 -1.28
H 1.45 0.96 -1.43
H 2.62 -0.05 -0.62
*
```

C5H14 | the ωB97M-V functional and the def2-TZVPD basis

Output
Structure (SMILES): CCC.CC
LUMO: 1.10 eV

The geometry in ORCA input format:
```
! RIJCOSX wB97M-V def2-TZVPD def2/J DEFGRID3
* xyz 0 1
C -2.67 0.46 -0.25
C -1.99 -0.82 0.20
C -1.14 -0.41 1.41
H -2.27 1.46 -0.04
H -2.99 0.52 -1.32
H -3.59 0.57 0.35
H -1.35 -1.26 -0.55
H -2.74 -1.54 0.44
H -0.89 -1.42 1.82
H -1.71 -0.06 2.27
H -0.16 0.09 1.33
C 2.26 0.75 -1.19
C 3.17 -0.08 -0.29
H 2.36 1.83 -1.26
H 2.24 0.36 -2.21
H 1.25 0.45 -0.77
H 2.62 -0.81 0.32
H 3.97 -0.67 -0.78
H 3.63 0.56 0.50
*
```

C5H14 | the ωB97M-V functional and the def2-TZVPD basis

Output
Structure (SMILES): CCC.CC
LUMO: 1.19 eV

The geometry in ORCA input format:
```
! RIJCOSX wB97M-V def2-TZVPD def2/J DEFGRID3
* xyz 0 1
C 1.67 -1.30 -0.38
C 1.17 -0.32 -1.53
C -0.36 -0.38 -1.65
H 1.81 -2.30 -0.82
H 0.93 -1.31 0.43
H 2.71 -1.06 -0.14
H 1.59 0.67 -1.23
H 1.58 -0.79 -2.48
H -0.87 0.47 -1.18
H -0.74 -0.33 -2.69
H -0.67 -1.34 -1.23
C -1.69 0.62 1.93
C -0.57 1.42 1.32
H -1.39 0.15 2.86
H -2.59 1.16 2.10
H -1.84 -0.32 1.36
H -0.73 1.61 0.25
H 0.39 0.93 1.34
H -0.40 2.40 1.74
*
```

C5H14 | the ωB97M-V functional and the def2-TZVPD basis

Output
Structure (SMILES): CCC.CC
LUMO: 1.08 eV

The geometry in ORCA input format:
```
! RIJCOSX wB97M-V def2-TZVPD def2/J DEFGRID3
* xyz 0 1
C -1.12 2.08 2.03
C -1.56 1.34 0.76
C -1.42 -0.15 0.92
H -1.74 1.86 2.90
H -1.06 3.15 1.89
H -0.13 1.70 2.30
H -2.58 1.58 0.48
H -0.92 1.67 -0.06
H -0.38 -0.46 1.01
H -1.91 -0.55 1.81
H -1.81 -0.70 0.07
C 1.53 -1.87 -2.35
C 2.42 -1.27 -1.27
H 1.82 -1.32 -3.24
H 1.64 -2.93 -2.55
H 0.47 -1.70 -2.13
H 2.23 -1.46 -0.21
H 3.49 -1.51 -1.37
H 2.42 -0.19 -1.34
*
```

C5H14 | the ωB97M-V functional and the def2-TZVPD basis

Output
Structure (SMILES): CCC.CC
LUMO: 1.13 eV

The geometry in ORCA input format:
```
! RIJCOSX wB97M-V def2-TZVPD def2/J DEFGRID3
* xyz 0 1
C -0.59 0.69 1.52
C -0.05 2.06 1.21
C 1.20 1.88 0.37
H -0.28 0.42 2.59
H -1.64 0.41 1.37
H -0.10 -0.18 1.01
H 0.05 2.52 2.21
H -0.80 2.71 0.77
H 2.00 2.64 0.62
H 0.92 2.12 -0.65
H 1.76 0.88 0.48
C 0.35 -1.91 -1.78
C -0.92 -2.48 -1.25
H 0.28 -0.93 -2.04
H 1.10 -2.29 -1.03
H 0.68 -2.38 -2.63
H -1.18 -3.50 -1.37
H -1.72 -1.78 -1.62
H -0.95 -2.08 -0.17
*
```

C5H14 | the ωB97M-V functional and the def2-TZVPD basis

Output
Structure (SMILES): CCC.CC
LUMO: 1.12 eV

The geometry in ORCA input format:
```
! RIJCOSX wB97M-V def2-TZVPD def2/J DEFGRID3
* xyz 0 1
C -1.48 0.27 -0.35
C -1.10 0.61 1.11
C -2.14 1.05 2.13
H -0.67 -0.38 -0.77
H -2.39 -0.32 -0.41
H -1.50 1.21 -1.00
H -0.21 1.29 1.14
H -0.72 -0.36 1.58
H -1.87 1.25 3.17
H -3.05 0.46 2.24
H -2.60 2.04 1.89
C 2.54 -0.29 -1.68
C 2.05 -1.57 -1.10
H 2.95 -0.36 -2.69
H 1.72 0.46 -1.89
H 3.27 0.21 -0.95
H 1.25 -1.56 -0.38
H 3.00 -2.13 -0.75
H 1.61 -2.18 -1.87
*
```

C5H14 | the ωB97M-V functional and the def2-TZVPD basis

Output
Structure (SMILES): CCC.CC
LUMO: 1.13 eV

The geometry in ORCA input format:
```
! RIJCOSX wB97M-V def2-TZVPD def2/J DEFGRID3
* xyz 0 1
C -0.93 0.22 1.51
C -1.61 1.02 0.43
C -1.02 2.46 0.27
H 0.16 0.20 1.43
H -1.31 -0.80 1.50
H -1.15 0.71 2.46
H -1.79 0.58 -0.56
H -2.69 1.09 0.66
H 0.06 2.37 0.25
H -1.41 2.86 -0.66
H -1.34 2.98 1.17
C 2.31 -1.79 -0.76
C 0.94 -1.69 -1.43
H 2.87 -2.71 -0.83
H 2.93 -0.93 -1.06
H 2.28 -1.53 0.31
H 0.96 -2.05 -2.45
H 0.26 -2.28 -0.81
H 0.48 -0.70 -1.45
*
```

What did we get for energy relative to the best compared isomer or geometry (same formula, charge and spin)? Answer: 41.2; 48.8; 20.7; 38.4; 23.7; 39.1; 43.3; 0.0; 0.0; 123.3; 6.5; 34.8; 19.7; 5.3; 23.4; 16.0; 4.5; 37.2; 20.4; 11.6 kcal per mole, in the order shown.